Entry 1:
Here is one molecule with the formula C3HF3S from OMol25. Energies are from ωB97M-V/def2-TZVPD.

```
8
Properties=species:S:1:pos:R:3:nbo_charge:R:1
S 3.10472 -0.15103 0.50194 0.243
F -0.96194 -1.18094 1.04487 -0.330
F -1.82948 -0.59496 -0.87140 -0.313
F -1.60636 0.92484 0.60825 -0.319
C 1.64204 0.02473 0.04765 -0.016
C -1.01055 -0.17710 0.10482 0.998
C 0.39870 0.19999 -0.37286 -0.521
H 0.26288 0.95447 -1.06326 0.257
```

Computed properties:
SMILES string	FC(F)(F)C=C=S
2S+1	1
LUMO	-0.85	eV
orbital gap	8.5	eV
HOMO energy	-0.3448	Eh

=====

Entry 2:
Here is an isolated ion of composition C2H4N3O and charge +1 from OMol25. Energies are from ωB97M-V/def2-TZVPD.

```
10
Properties=species:S:1:pos:R:3:nbo_charge:R:1
O 0.76995 -1.23182 1.60848 -0.179
N -0.35819 0.67169 -1.44719 -0.169
N -0.78908 -0.16427 0.57392 -0.359
N 0.50442 -0.45926 0.76096 0.372
C 1.34154 0.01028 -0.28093 -0.183
C -1.22870 0.41851 -0.62143 0.141
H -2.20491 0.77265 -0.81132 0.282
H 1.31089 1.16627 -0.41060 0.323
H -1.47811 -0.46796 1.29011 0.460
H 2.13218 -0.71608 -0.66200 0.311
```

Computed properties:
2S+1	1
LUMO (spin up / spin down)	-7.46 / -7.21	eV
orbital gap (spin up / spin down)	8.5 / 8.6	eV
HOMO energy (spin up / spin down)	-0.5865 / -0.5801	Eh
total charge	+1

=====

Entry 3:
Here is C34H47N4OOsP2S as an isolated structure from OMol25. Energies are from ωB97M-V/def2-TZVPD.

```
90
Properties=species:S:1:pos:R:3:lowdin_charge:R:1
Os -0.09107 0.28098 -0.51023 1.093
S -1.22585 -1.47123 -1.94701 0.781
P -2.23931 1.06999 0.12763 0.962
P 2.02955 -0.68164 -0.00220 1.005
O 0.42789 2.15705 -0.89789 -0.335
N 0.82513 0.26564 -2.80690 -0.102
N 0.93672 -0.95701 -3.42579 -0.008
N 0.17413 -3.10536 -3.50260 0.095
N -0.57368 -1.25389 0.70798 -0.229
C -3.78706 1.30686 -0.83458 -0.526
C -1.97161 2.64863 1.05828 -0.516
C 0.90466 4.38322 -1.45275 -0.007
C -1.63621 -1.14517 1.62473 -0.289
C 1.16928 2.64801 -3.10533 -0.163
C -3.22255 3.38966 1.52155 -0.090
C 2.41543 -0.25302 1.75821 -0.507
C 1.59045 3.62437 -4.01858 -0.031
C 1.32170 5.32777 -2.36729 -0.061
C 1.11846 1.27117 -3.53890 -0.062
C 1.67650 4.95097 -3.66424 -0.078
C -3.79399 -0.85932 3.41937 -0.256
C -2.60097 -0.14477 1.42983 -0.293
C -0.45898 -3.71558 0.73932 -0.027
C -3.47536 2.29464 -1.96258 -0.099
C 3.39196 -1.18792 2.47093 -0.081
C -4.92086 -0.68261 4.39766 -0.040
C 0.82268 3.02919 -1.80375 -0.354
C 2.40901 -6.07865 -0.03180 -0.039
C -1.73365 -1.95099 2.76611 -0.012
C -4.31519 -0.01663 -1.38344 -0.120
C 1.48190 -2.39851 0.17512 -0.292
C 3.50478 -0.54153 -1.08689 -0.494
C 2.83013 1.21799 1.87526 -0.103
C 1.61833 -4.81532 0.15843 -0.256
C -3.68233 -0.04848 2.29397 -0.040
C 0.14306 -2.46423 0.58701 -0.360
C -2.78026 -1.78901 3.65174 -0.015
C 2.20048 -3.56495 -0.03154 -0.028
C 0.27509 -4.86550 0.53162 -0.015
C -1.04198 2.35933 2.24333 -0.098
C 0.09376 -1.82917 -3.03017 -0.812
C 3.74429 0.94779 -1.39443 -0.100
C 4.81675 -1.17785 -0.62229 -0.086
H 1.43593 -0.37556 2.23427 0.094
H -5.74666 -0.13196 3.94993 0.080
H -0.96027 -2.67599 2.97782 0.117
H 4.73690 -2.24217 -0.41378 0.060
H 5.55763 -1.04912 -1.41356 0.092
H 1.86284 3.30986 -5.02005 0.118
H 2.01872 5.68930 -4.37553 0.107
H -5.24088 0.15428 -1.93511 0.089
H 3.35571 -0.98657 3.54310 0.090
H -5.29190 -1.64407 4.75113 0.085
H -1.56973 1.81193 3.02598 0.083
H -2.70044 1.88273 -2.61391 0.078
H -4.51822 -0.73224 -0.58486 0.075
H -0.20592 -5.82886 0.65334 0.124
H -2.91855 4.30787 2.02764 0.090
H 3.22907 -3.51458 -0.35946 0.096
H -0.61712 -3.70923 -3.36872 0.085
H -0.17694 1.76031 1.93912 0.040
H -3.12185 3.25520 -1.58245 0.072
H 5.19955 -0.68089 0.26726 0.066
H -0.67087 3.29340 2.66706 0.092
H 3.13305 -2.23610 2.31790 0.073
H -1.42816 3.27529 0.34606 0.086
H 4.20278 1.06192 -2.37727 0.095
H 1.34839 1.07509 -4.58611 0.141
H 2.20537 1.86424 1.25302 0.055
H 2.82307 1.52568 -1.38827 0.034
H -4.57664 -0.12269 5.26965 0.089
H 4.41952 1.38789 -0.66006 0.078
H 1.37398 6.36770 -2.07203 0.111
H -3.59655 -0.46599 -2.06500 0.003
H -2.80913 -2.39187 4.55155 0.124
H 3.86643 1.35519 1.56410 0.075
H 2.51410 -6.60650 0.91765 0.089
H 2.74381 1.55429 2.90953 0.089
H -4.52220 1.72825 -0.14428 0.103
H -4.45446 0.68706 2.10035 0.110
H 0.75054 -3.26166 -4.31361 0.106
H -3.79932 2.80092 2.23644 0.072
H -3.87060 3.67373 0.69282 0.070
H 3.16499 -1.03778 -2.00223 0.097
H 4.41676 -1.03438 2.14023 0.064
H 1.90420 -6.75274 -0.72480 0.086
H -4.36574 2.47652 -2.56541 0.089
H 3.40568 -5.86960 -0.41614 0.078
H 0.63512 4.65856 -0.44019 0.115
H -1.51317 -3.78160 0.97000 0.122
```

Computed properties:
2S+1	1
LUMO (spin up / spin down)	-4.49 / -4.25	eV
orbital gap (spin up / spin down)	5.4 / 5.5	eV
HOMO energy (spin up / spin down)	-0.3636 / -0.3601	Eh
total charge	+1

=====

Max |F| (Eh/bohr)
0.0461 0.0768 0.0742